(1)
{
  "formula": "C42H42Ge2NOPReTe",
  "method": "ωB97M-V/def2-TZVPD",
  "homo_lumo_gap_ev": [6.588, 6.378],
  "total_charge": 1,
  "e_homo_ev": [-10.189, -10.247],
  "elements": ["Re", "O", "N", "C", "C", "C", "C", "C", "C", "C", "P", "C", "C", "C", "C", "C", "C", "C", "C", "C", "C", "C", "C", "H", "H", "H", "H", "H", "H", "H", "H", "H", "H", "H", "H", "H", "H", "H", "H", "Te", "C", "Ge", "C", "C", "C", "H", "H", "H", "H", "H", "H", "H", "H", "H", "H", "H", "C", "Ge", "C", "C", "C", "C", "C", "C", "C", "C", "C", "C", "C", "C", "C", "C", "C", "C", "C", "C", "H", "H", "H", "H", "H", "H", "H", "H", "H", "H", "H", "H", "H", "H", "H"],
  "xyz": [[-1.464, -0.690, 0.477], [-3.804, -2.101, -1.049], [-3.341, -1.305, -0.069], [-4.175, -1.169, 0.895], [-3.963, -0.243, 2.018], [-4.645, -0.575, 3.200], [-4.581, 0.235, 4.310], [-3.859, 1.431, 4.261], [-3.210, 1.803, 3.100], [-3.209, 0.971, 1.971], [-2.364, 1.479, 0.426], [-3.692, 2.454, -0.378], [-4.950, 1.868, -0.558], [-6.017, 2.620, -1.024], [-5.843, 3.969, -1.324], [-4.600, 4.556, -1.153], [-3.526, 3.806, -0.683], [-0.978, 2.614, 0.685], [-0.412, 3.138, -0.483], [0.723, 3.942, -0.411], [1.312, 4.197, 0.821], [0.785, 3.629, 1.974], [-0.352, 2.833, 1.909], [-3.054, -2.201, -1.640], [-5.076, -1.775, 0.858], [-5.232, -1.490, 3.231], [-5.114, -0.045, 5.212], [-3.822, 2.081, 5.133], [-2.707, 2.765, 3.052], [-5.110, 0.823, -0.333], [-6.990, 2.156, -1.146], [-6.679, 4.557, -1.689], [-4.461, 5.608, -1.376], [-2.571, 4.288, -0.540], [-0.857, 2.918, -1.453], [1.147, 4.361, -1.320], [2.191, 4.833, 0.881], [1.269, 3.798, 2.931], [-0.733, 2.380, 2.816], [-0.078, -1.124, 2.621], [-2.067, -2.819, -3.809], [-0.708, -2.566, -2.424], [1.029, -2.818, -3.229], [-0.951, -3.939, -1.033], [-0.961, -0.769, -1.634], [-2.028, -3.857, -4.153], [-1.835, -2.167, -4.656], [-3.096, -2.607, -3.495], [0.971, -3.642, -3.953], [1.773, -3.072, -2.468], [1.356, -1.908, -3.753], [-0.014, -4.497, -0.909], [-1.746, -4.649, -1.288], [-1.190, -3.491, -0.071], [-1.790, -0.263, -2.135], [-0.075, -0.178, -1.833], [0.474, -0.822, 0.632], [2.402, -0.927, 0.192], [2.809, -0.386, -1.613], [2.309, 0.834, -2.092], [2.653, 1.289, -3.362], [3.495, 0.524, -4.167], [3.993, -0.690, -3.700], [3.659, -1.137, -2.424], [3.297, 0.360, 1.375], [3.874, 1.532, 0.876], [4.613, 2.376, 1.708], [4.768, 2.071, 3.054], [4.203, 0.906, 3.567], [3.485, 0.053, 2.731], [3.087, -2.658, 0.667], [2.279, -3.752, 0.981], [2.852, -4.969, 1.343], [4.236, -5.099, 1.397], [5.050, -4.011, 1.098], [4.479, -2.796, 0.734], [1.646, 1.433, -1.467], [2.277, 2.246, -3.721], [3.759, 0.871, -5.162], [4.640, -1.290, -4.333], [4.063, -2.080, -2.065], [3.766, 1.791, -0.170], [5.080, 3.266, 1.299], [5.348, 2.725, 3.698], [4.344, 0.646, 4.612], [3.092, -0.873, 3.138], [1.198, -3.667, 0.942], [2.216, -5.816, 1.585], [4.680, -6.051, 1.671], [6.127, -4.105, 1.152], [5.123, -1.947, 0.513]],
  "forces_ev_per_angstrom": [[1.1, 0.9, 0.8], [-0.3, -0.3, -0.4], [-0.6, -0.1, 0.3], [-0.4, 0.3, 0.4], [0.2, 0.1, -0.2], [0.1, 0.0, 0.0], [0.0, 0.1, 0.1], [0.0, 0.0, 0.1], [0.0, -0.1, 0.0], [-0.2, -0.2, -0.1], [0.3, -0.2, 0.4], [0.1, 0.0, -0.2], [0.0, 0.1, -0.1], [0.1, 0.0, 0.0], [-0.1, -0.1, 0.0], [0.1, 0.0, 0.0], [-0.1, 0.0, 0.0], [0.1, 0.1, -0.2], [0.1, 0.1, 0.0], [-0.1, -0.1, 0.0], [0.1, 0.1, 0.0], [0.0, 0.0, 0.0], [0.0, 0.1, 0.1], [0.3, -0.2, -0.5], [0.0, 0.0, 0.1], [0.1, 0.1, 0.0], [0.1, 0.0, -0.1], [-0.1, -0.1, -0.2], [-0.1, -0.2, 0.0], [0.0, 0.0, 0.0], [0.1, 0.0, 0.0], [0.1, -0.1, 0.1], [0.0, -0.1, 0.0], [0.0, 0.0, 0.0], [0.1, 0.1, 0.1], [-0.1, -0.1, 0.1], [-0.1, -0.1, 0.0], [-0.1, 0.0, -0.1], [0.1, 0.0, -0.1], [0.1, -0.1, -0.2], [-0.1, -0.1, -0.2], [0.0, 0.0, 0.3], [0.3, 0.1, -0.4], [0.1, -0.3, -0.1], [-0.1, -0.3, 0.3], [-0.1, 0.1, 0.0], [-0.1, -0.1, 0.1], [0.1, -0.1, -0.2], [0.0, 0.2, 0.2], [-0.1, 0.0, -0.1], [-0.1, -0.3, 0.1], [-0.2, 0.1, -0.1], [0.1, 0.1, 0.0], [-0.1, 0.0, 0.2], [-0.1, 0.1, -0.1], [0.1, 0.1, -0.1], [-0.6, 0.1, -0.3], [-0.2, 0.5, 0.4], [-0.1, 0.2, -0.4], [0.1, -0.2, -0.2], [0.0, 0.0, 0.1], [0.0, -0.1, 0.1], [0.0, 0.1, 0.0], [0.1, 0.2, 0.0], [0.2, 0.1, 0.2], [0.0, 0.0, 0.3], [-0.1, -0.1, -0.1], [0.0, -0.1, 0.0], [-0.1, -0.1, -0.2], [0.1, 0.2, -0.1], [0.1, -0.4, 0.0], [0.2, -0.1, 0.0], [0.0, 0.1, 0.0], [-0.1, 0.0, 0.0], [-0.1, 0.1, -0.1], [-0.1, -0.2, 0.1], [0.1, -0.1, -0.1], [0.0, -0.2, 0.0], [0.0, 0.0, 0.2], [-0.1, 0.1, 0.1], [-0.1, 0.1, -0.1], [0.0, 0.0, 0.0], [-0.1, -0.1, 0.0], [-0.1, -0.1, -0.1], [0.0, 0.0, -0.1], [0.0, 0.0, 0.0], [0.0, 0.0, 0.0], [0.1, 0.1, 0.0], [0.0, 0.1, 0.0], [0.0, 0.0, 0.0], [-0.1, -0.1, 0.0]],
  "lowdin_charge": [0.785, 0.025, -0.243, -0.104, -0.233, -0.022, -0.042, -0.037, -0.076, -0.316, 0.987, -0.302, -0.080, -0.061, -0.063, -0.061, -0.073, -0.357, -0.126, -0.070, -0.067, -0.054, -0.094, 0.017, 0.155, 0.126, 0.119, 0.121, 0.108, 0.090, 0.113, 0.114, 0.113, 0.092, 0.118, 0.115, 0.114, 0.116, 0.084, 0.924, -0.211, 0.743, -0.202, -0.215, -0.419, 0.033, 0.032, 0.015, 0.037, 0.013, 0.027, 0.017, 0.030, -0.026, 0.001, -0.034, -0.856, 0.866, -0.300, -0.137, -0.073, -0.075, -0.076, -0.122, -0.273, -0.099, -0.086, -0.085, -0.078, -0.133, -0.298, -0.121, -0.074, -0.076, -0.072, -0.106, 0.083, 0.105, 0.108, 0.111, 0.102, 0.088, 0.105, 0.106, 0.105, 0.076, 0.058, 0.107, 0.107, 0.107, 0.111]
}

(2)
{
  "formula": "C24H54N6O18",
  "method": "ωB97M-V/def2-TZVPD",
  "homo_lumo_gap_ev": 8.456,
  "total_charge": 0,
  "e_homo_ev": -9.235,
  "smiles": "C[N+](=O)[O-].C[N+](=O)[O-].C[N+](=O)[O-].C[N+](=O)[O-].C[N+](=O)[O-].C[N+](=O)[O-].CC(C)=O.CC(C)=O.CC(C)=O.CC(C)=O.CC(C)=O.CC(C)=O",
  "elements": ["C", "N", "O", "O", "H", "H", "H", "C", "N", "O", "O", "H", "H", "H", "C", "N", "O", "O", "H", "H", "H", "C", "N", "O", "O", "H", "H", "H", "C", "N", "O", "O", "H", "H", "H", "C", "N", "O", "O", "H", "H", "H", "C", "C", "O", "C", "H", "H", "H", "H", "H", "H", "C", "C", "O", "C", "H", "H", "H", "H", "H", "H", "C", "C", "O", "C", "H", "H", "H", "H", "H", "H", "C", "C", "O", "C", "H", "H", "H", "H", "H", "H", "C", "C", "O", "C", "H", "H", "H", "H", "H", "H", "C", "C", "O", "C", "H", "H", "H", "H", "H", "H"],
  "xyz": [[16.921, 11.871, 7.574], [15.659, 11.095, 7.333], [14.731, 11.360, 8.127], [15.637, 10.232, 6.447], [17.769, 11.289, 7.214], [16.998, 11.988, 8.655], [16.835, 12.855, 7.113], [9.137, 14.150, 8.777], [8.549, 14.206, 7.444], [7.373, 14.577, 7.366], [9.310, 13.970, 6.519], [8.911, 13.128, 9.082], [8.630, 14.895, 9.391], [10.220, 14.255, 8.710], [10.813, 12.330, 14.404], [10.300, 13.760, 14.304], [10.673, 14.565, 15.134], [9.539, 13.941, 13.301], [11.130, 12.007, 13.413], [9.958, 11.705, 14.660], [11.645, 12.227, 15.101], [15.922, 11.392, 14.275], [17.093, 11.688, 13.456], [17.103, 12.740, 12.944], [18.051, 10.861, 13.550], [15.637, 10.355, 14.099], [15.092, 12.024, 13.960], [16.147, 11.462, 15.340], [17.179, 17.206, 10.057], [16.090, 16.529, 10.936], [16.409, 15.787, 11.898], [14.962, 16.544, 10.461], [16.799, 17.557, 9.098], [18.064, 16.588, 9.910], [17.502, 18.055, 10.661], [13.861, 16.331, 14.753], [13.910, 17.726, 15.266], [14.992, 18.169, 15.582], [12.932, 18.380, 15.261], [13.945, 16.316, 13.666], [12.941, 15.915, 15.164], [14.743, 15.798, 15.107], [7.090, 12.164, 12.353], [7.708, 10.924, 11.781], [7.298, 9.815, 12.054], [8.861, 11.057, 10.869], [6.021, 12.182, 12.140], [7.583, 13.007, 11.869], [7.251, 12.171, 13.431], [8.457, 11.261, 9.877], [9.499, 10.174, 10.833], [9.430, 11.976, 11.013], [11.160, 18.826, 6.851], [10.768, 17.651, 7.705], [11.143, 16.497, 7.419], [9.957, 17.853, 9.000], [10.511, 18.822, 5.976], [12.194, 18.734, 6.519], [11.071, 19.774, 7.383], [10.440, 18.593, 9.638], [9.829, 16.931, 9.567], [8.944, 18.177, 8.763], [11.605, 7.574, 11.391], [12.621, 8.625, 11.772], [12.927, 8.794, 12.909], [13.127, 9.532, 10.663], [12.074, 6.591, 11.338], [11.290, 7.841, 10.382], [10.735, 7.493, 12.044], [12.257, 10.098, 10.330], [13.583, 8.934, 9.874], [13.924, 10.187, 11.016], [11.494, 11.180, 7.299], [11.811, 9.984, 6.425], [11.796, 9.992, 5.194], [12.136, 8.650, 7.088], [10.478, 11.020, 7.661], [11.537, 12.078, 6.684], [12.174, 11.224, 8.150], [12.945, 8.835, 7.795], [12.326, 7.854, 6.368], [11.329, 8.322, 7.744], [14.663, 17.079, 7.356], [15.223, 15.656, 7.368], [16.424, 15.472, 7.356], [14.252, 14.514, 7.460], [13.897, 17.270, 8.108], [14.235, 17.292, 6.376], [15.453, 17.818, 7.485], [14.545, 13.680, 6.824], [13.248, 14.818, 7.164], [14.155, 14.385, 8.538], [14.044, 13.114, 10.980], [12.608, 13.545, 10.847], [11.707, 12.760, 10.529], [12.268, 14.936, 11.267], [14.510, 13.237, 10.002], [14.180, 12.094, 11.341], [14.563, 13.713, 11.728], [12.534, 14.967, 12.324], [11.180, 15.010, 11.279], [12.704, 15.730, 10.661]],
  "forces_ev_per_angstrom": [[0.1, -0.4, 0.3], [-0.7, -0.7, 0.4], [1.2, -0.7, -1.6], [-0.2, 1.7, 1.6], [-0.3, 0.2, -0.2], [-0.1, 0.1, -0.1], [0.0, -0.1, -0.1], [0.1, -0.6, 0.6], [-0.1, 1.5, -1.0], [1.2, -0.7, -0.3], [-1.0, -0.2, 0.1], [0.1, 0.2, 0.5], [0.2, -0.3, 0.0], [-0.3, 0.2, 0.0], [-0.2, 0.0, -0.3], [-0.6, -0.8, -2.0], [-0.7, -0.3, -1.0], [1.9, 0.3, 2.9], [-0.1, 0.3, -0.1], [0.1, 0.1, 0.2], [-0.4, 0.4, 0.1], [-1.4, -1.3, 0.1], [2.2, -3.5, 2.9], [0.6, 2.5, -2.1], [-2.0, 1.8, -0.8], [0.1, 0.0, 0.0], [0.3, 0.1, 0.2], [0.3, 0.4, -0.2], [0.2, 0.6, 1.3], [0.7, -2.9, -0.7], [-0.3, 2.4, -1.9], [0.5, 0.6, 0.7], [-0.4, -0.4, 0.4], [-0.5, -0.5, 0.3], [0.0, 0.1, -0.1], [0.2, -0.6, 0.5], [2.4, -0.5, -0.7], [1.0, -0.3, 0.3], [-2.9, 1.0, 0.0], [-0.4, 0.4, 0.1], [0.0, -0.1, -0.5], [-0.1, 0.2, 0.2], [0.1, 0.2, -0.6], [-0.3, -1.2, 0.6], [-0.2, 0.1, 0.2], [0.7, 0.9, -0.8], [0.0, -0.1, 0.1], [-0.3, 0.3, 0.4], [0.0, 0.1, -0.1], [-0.2, -0.5, -0.3], [-0.2, 0.1, 0.0], [0.3, -0.2, 0.5], [-0.1, 0.1, 0.2], [0.7, -2.8, 0.7], [-0.7, 2.4, 0.3], [0.1, 0.0, -0.6], [0.0, 0.1, -0.1], [-0.1, -0.2, -0.1], [-0.2, 0.0, -0.1], [-0.1, 0.2, -0.1], [0.4, -0.1, -0.3], [0.0, 0.4, -0.1], [0.1, 0.1, -1.0], [-0.7, 0.1, -0.9], [0.7, 0.4, 1.9], [0.4, -0.6, 0.4], [0.1, 0.0, 0.0], [-0.4, -0.4, -0.1], [0.2, 0.3, 0.2], [0.2, 0.2, -0.4], [-0.4, 0.0, -0.3], [-0.3, 0.0, 0.2], [0.2, -0.5, -0.6], [0.1, -1.3, -1.9], [-0.1, 0.8, 1.7], [-0.3, 0.6, 0.7], [-0.1, 0.2, 0.1], [-0.1, 0.0, 0.2], [-0.1, 0.1, 0.0], [0.4, -0.2, -0.3], [0.2, 0.3, 0.0], [-0.4, 0.1, 0.0], [0.3, 0.1, -0.2], [0.1, 0.8, 0.0], [-0.2, -0.1, -0.1], [-0.6, 1.0, -0.4], [-0.1, -0.3, 0.0], [-0.2, -0.2, -0.1], [0.1, -0.2, 0.1], [0.1, -0.2, 0.7], [0.0, 0.2, -0.2], [0.2, -0.8, -0.1], [0.2, 0.1, 0.5], [-1.2, -1.5, 0.0], [1.3, 0.9, 0.2], [-1.0, -0.2, 0.1], [0.3, -0.2, 0.2], [-0.4, -0.1, -0.5], [0.1, 0.4, -0.3], [0.5, 0.5, 0.0], [0.0, 0.1, -0.3], [0.3, -0.1, 0.3]],
  "lowdin_charge": [0.056, -0.387, 0.008, 0.079, 0.099, 0.098, 0.081, 0.020, -0.434, 0.049, 0.067, 0.074, 0.100, 0.084, 0.059, -0.382, 0.071, 0.013, 0.084, 0.101, 0.094, 0.026, -0.448, 0.096, 0.032, 0.099, 0.085, 0.109, 0.073, -0.352, 0.037, 0.029, 0.065, 0.102, 0.094, 0.048, -0.479, 0.058, 0.094, 0.082, 0.082, 0.098, -0.015, -0.509, 0.061, -0.027, 0.092, 0.060, 0.087, 0.085, 0.084, 0.047, -0.013, -0.433, 0.015, -0.009, 0.096, 0.070, 0.082, 0.083, 0.054, 0.088, -0.011, -0.506, 0.069, -0.017, 0.090, 0.060, 0.090, 0.073, 0.079, 0.058, -0.015, -0.464, 0.046, -0.021, 0.084, 0.082, 0.046, 0.048, 0.087, 0.072, -0.027, -0.472, 0.049, 0.005, 0.069, 0.087, 0.069, 0.085, 0.078, 0.065, -0.003, -0.451, 0.028, -0.006, 0.064, 0.059, 0.065, 0.074, 0.072, 0.075]
}